C20H25N3O4S in the gas phase. Source: the OMol25 dataset; level of theory: wB97M-V/def2-TZVPD.

Computed properties:
**Charge**: 0
**ΔE to the lowest compared entry with this formula, charge and spin**: 56.95 kcal/mol
**Electronic energy**: -44641.5965 eV
**HOMO-LUMO gap**: 8.377 eV
**SMILES string**: O=c1c2c3c(sc2nc(NCCOCCO)n1Cc1ccco1)CCCCC3
**LUMO energy**: 0.72 eV

```
53
Properties=species:S:1:pos:R:3:forces:R:3
O -1.83453 1.56363 1.31092 -0.155 0.058 0.212
C -1.08768 1.18230 0.42734 0.213 0.026 -0.077
C 0.34561 1.23494 0.42548 0.345 -0.203 -0.480
C 1.01435 0.74638 -0.68560 -0.352 0.130 0.426
N 0.44162 0.22902 -1.77972 0.030 -0.129 -0.390
C -0.86125 0.14223 -1.77583 0.471 0.307 0.054
N -1.47155 -0.35481 -2.88185 -0.601 0.065 0.023
H -2.44267 -0.61285 -2.78302 0.109 0.061 0.018
C -0.72990 -1.24418 -3.74677 0.209 -0.441 0.071
C -0.85101 -2.69990 -3.24508 -0.049 0.177 -0.084
O -0.61762 -2.81571 -1.86298 -0.042 0.007 0.088
C 0.74567 -2.82520 -1.48760 0.292 -0.059 0.164
C 0.81528 -2.72333 0.03903 -0.465 0.048 -0.347
O 2.12404 -2.53103 0.50080 0.505 0.010 0.004
H 2.46589 -1.70063 0.14207 -0.072 -0.015 0.075
H 0.15259 -1.90686 0.36060 -0.017 -0.074 -0.037
H 0.46061 -3.64961 0.49444 -0.067 0.060 -0.032
H 1.27435 -1.96636 -1.92379 -0.033 -0.132 0.060
H 1.23005 -3.74920 -1.83475 -0.033 0.062 0.035
H -0.17515 -3.34768 -3.81872 -0.058 0.007 -0.010
H -1.87921 -3.04725 -3.38661 0.081 -0.003 -0.092
H -1.13304 -1.17456 -4.75905 0.091 -0.015 0.010
H 0.30759 -0.91162 -3.74356 -0.126 -0.051 -0.142
N -1.63481 0.59905 -0.74142 -0.011 0.044 -0.140
C -3.08193 0.40321 -0.73452 -0.203 -0.124 0.010
C -3.42418 -1.04325 -0.59820 0.129 -0.030 0.838
C -3.26916 -1.90479 0.44526 -0.109 0.520 -0.445
C -3.71348 -3.16863 -0.01416 -0.167 -0.043 -0.515
C -4.10303 -2.98424 -1.30125 0.046 -0.701 0.512
O -3.92865 -1.70170 -1.67197 -0.073 0.409 -0.278
H -4.51132 -3.65202 -2.03347 -0.062 -0.020 -0.159
H -3.73684 -4.08249 0.54181 -0.038 -0.244 0.054
H -2.89090 -1.66354 1.41709 0.103 0.135 0.217
H -3.53061 0.83123 -1.63487 0.019 -0.009 0.078
H -3.43443 0.95553 0.14439 0.023 -0.130 -0.332
S 2.73133 0.82696 -0.48930 -0.362 0.200 0.262
C 2.53769 1.52772 1.11237 -0.148 -0.207 -0.297
C 1.23427 1.68509 1.45274 0.271 -0.067 0.067
C 0.78709 2.26881 2.75419 -0.077 0.160 0.134
H 1.24235 1.70156 3.56870 -0.046 0.003 0.039
C 1.16395 3.75006 2.87737 0.084 -0.043 -0.081
C 2.60195 4.05829 2.44440 0.004 0.069 0.213
C 3.60102 2.99429 2.90429 0.027 0.167 -0.157
H 3.28033 2.58899 3.86388 0.050 -0.022 0.071
H 4.57915 3.45303 3.06180 -0.013 -0.056 0.079
C 3.77584 1.86459 1.87718 0.078 -0.097 0.183
H 4.14649 0.96482 2.38047 0.095 0.035 -0.059
H 4.53941 2.15689 1.15102 0.060 0.010 0.068
H 2.65073 4.14271 1.35706 0.016 0.077 -0.021
H 2.88228 5.03004 2.85610 0.014 0.026 -0.075
H 1.02631 4.04777 3.91905 -0.041 0.059 0.012
H 0.47944 4.34676 2.27138 -0.064 0.041 0.054
H -0.29437 2.16554 2.83287 0.119 -0.055 0.116
```
Positions in Å, forces in eV/Å.

***

A molecular structure, C20H25N5O2 in a non-equilibrium geometry. Source: the OMol25 dataset; level of theory: wB97M-V/def2-TZVPD.

Computed properties:
**Charge**: 0
**ΔE to the lowest compared entry with this formula, charge and spin**: 493.81 kcal/mol
**Electronic energy**: -32672.2547 eV
**HOMO-LUMO gap**: 8.942 eV
**LUMO energy**: 0.47 eV

```
52
Properties=species:S:1:pos:R:3:forces:R:3
O 0.48854 -0.41594 1.75526 4.698 0.995 -0.198
C 1.70890 0.04339 1.75513 -3.984 1.579 0.594
N 2.84089 -0.54462 1.46643 -10.397 -8.642 -0.555
H 3.62232 -0.16856 1.39024 8.659 4.626 -0.907
C 2.69475 -2.03593 0.57598 -0.748 2.746 5.481
H 1.57907 -2.28480 0.70434 1.600 0.785 -0.836
H 3.17600 -2.74606 1.41112 -0.153 1.212 -2.883
C 3.22067 -1.57192 -0.79448 7.374 -12.589 7.837
N 4.57818 -1.19732 -0.68256 3.058 -6.887 -4.381
C 5.71999 -1.86280 -1.18977 -0.479 5.023 1.490
C 6.74887 -0.91523 -0.79525 6.029 -10.636 -7.957
C 6.22386 -0.00258 -0.08421 4.342 5.160 4.579
N 5.03719 -0.35788 0.02950 -6.687 9.871 7.312
H 6.89702 0.75954 0.56068 -2.505 -1.502 -1.476
H 7.81092 -1.31936 -1.22891 -2.314 1.961 1.565
H 5.49232 -2.70744 -1.68463 0.425 -2.757 -2.128
H 2.71540 -0.93060 -1.07704 -8.818 10.970 -5.378
H 3.12367 -2.53850 -1.21287 0.338 -0.547 -2.082
C 1.91716 1.60820 2.10003 -4.986 -5.927 9.682
H 2.56237 1.60754 3.04039 -0.419 0.621 -1.498
H 0.83866 1.91047 2.47072 1.769 -0.870 0.002
C 2.11916 2.37048 1.05666 6.529 1.589 -10.288
C 1.32176 2.00477 -0.14859 0.639 -2.592 0.800
N 1.53591 1.15509 -1.02076 6.737 -2.676 -6.754
N 0.45208 1.10614 -2.13565 1.860 0.128 5.654
C -0.37651 1.64538 -1.30400 -4.981 -0.475 -6.248
O 0.04435 2.08175 -0.21383 -5.836 5.996 5.386
C -1.85789 1.87817 -1.67381 2.484 -5.024 6.073
H -2.06311 1.84349 -2.60547 -0.714 1.247 -6.592
H -2.29407 2.52478 -1.03736 -1.320 3.032 1.427
C -2.61446 0.53199 -1.31016 -1.888 -1.593 -0.979
C -2.62559 0.13702 0.11758 3.522 -1.140 3.762
H -1.53405 0.07707 0.60447 -1.935 -0.076 -1.373
H -3.04577 0.89220 0.74574 -0.477 1.041 0.196
C -3.41230 -1.16708 0.62357 3.865 0.484 0.289
C -4.80318 -0.74611 0.37007 0.273 -6.237 -3.453
C -5.39419 -1.51827 -0.96405 -0.252 3.527 6.651
C -6.76813 -1.33158 -0.80004 4.075 -6.510 -12.252
C -7.57491 -0.55226 -0.20098 -3.880 5.331 7.519
C -7.10948 0.10981 1.00313 7.752 -6.839 -6.859
C -5.56887 -0.27108 1.33897 -6.435 5.097 1.356
H -5.35402 0.32771 2.30003 0.750 -1.681 -1.496
H -7.70398 0.52649 1.60700 -4.247 3.499 4.764
H -8.65650 -0.60208 -0.40294 0.675 0.412 -0.089
H -7.30471 -1.74641 -2.01708 1.069 0.565 3.722
H -4.65362 -2.18180 -1.47050 -1.438 0.755 0.091
H -2.89238 -2.05742 0.10640 -1.702 1.078 0.081
H -3.09925 -1.43913 1.72268 -0.934 1.199 -1.780
H -2.12688 -0.31870 -1.88962 -0.790 1.030 0.317
H -3.79260 0.56415 -1.54597 2.652 0.296 -0.367
H 2.20514 3.39872 1.03157 -0.048 2.335 0.986
H 3.27650 2.05121 0.55202 -2.808 1.013 1.193
```
Positions in Å, forces in eV/Å.

***

A molecular structure, C20H26Cl3HoNO4S in a non-equilibrium geometry. Source: the OMol25 dataset; level of theory: wB97M-V/def2-TZVPD.

Computed properties:
**2S+1**: 5
**Charge**: +1
**ΔE to the lowest compared entry with this formula, charge and spin**: 0.00 kcal/mol
**Electronic energy**: -105041.9004 eV
**HOMO-LUMO gap (alpha / beta)**: 8.620 / 8.638 eV
**LUMO energy (alpha / beta)**: -2.18 / -2.17 eV

```
56
Properties=species:S:1:pos:R:3:forces:R:3
Ho -1.41778 0.00167 -0.39326 0.496 0.035 -1.398
C -0.59208 -1.90012 -2.52637 0.070 -0.092 -0.126
C -0.50307 -0.75862 -3.31875 0.028 -0.105 -0.051
C -1.64857 -0.03988 -3.62799 -0.043 0.016 -0.064
C -2.88202 -0.44317 -3.12855 -0.030 -0.080 -0.068
C -2.97277 -1.58943 -2.34383 -0.137 -0.034 -0.061
C -1.82751 -2.32054 -2.04412 -0.001 -0.186 -0.033
H 0.29313 -2.48561 -2.31926 0.029 0.043 0.071
H 0.45328 -0.45035 -3.71973 0.002 0.053 0.055
H -1.57914 0.83876 -4.25140 0.007 0.054 0.061
H -3.77721 0.10462 -3.39200 0.010 0.043 0.048
H -3.93360 -1.93712 -1.99131 -0.008 0.058 0.076
H -1.90916 -3.23597 -1.47382 0.017 0.044 0.092
N -3.48930 1.46709 0.55671 0.006 -0.330 0.325
C -3.56766 0.77132 1.87554 -0.133 -0.033 0.100
C -2.68959 -0.43306 1.62895 -0.418 -0.658 0.120
O -1.56528 -0.53454 2.14401 -0.116 0.173 -0.027
O -2.99663 -1.10584 0.56499 -0.772 -0.266 1.083
H -3.51667 2.47028 0.68354 0.059 0.070 -0.062
H -4.29524 1.20262 0.00352 -0.033 0.061 -0.090
H -4.57247 0.46847 2.16571 -0.089 0.121 -0.092
H -3.13203 1.38755 2.65491 -0.009 0.062 0.010
Cl 1.35370 6.94609 -0.22759 -0.052 -0.130 -0.028
C 0.66943 5.39674 -0.61048 0.079 0.197 0.027
C 0.44647 4.48046 0.40116 0.005 -0.030 -0.020
C -0.10384 3.26801 0.04107 0.040 -0.019 0.382
Cl -0.40746 2.04662 1.27518 0.262 0.460 0.111
C -0.45121 2.90001 -1.25670 -0.265 -0.395 -0.065
O -0.98288 1.71836 -1.50546 0.360 0.942 -0.340
C -0.19484 3.86164 -2.23540 0.034 0.202 -0.332
Cl -0.57039 3.50566 -3.89609 0.020 -0.009 0.238
C 0.35407 5.09363 -1.92469 -0.008 -0.011 -0.064
H 0.69657 4.70696 1.42801 -0.017 -0.008 -0.016
H 0.53465 5.81353 -2.71068 0.001 -0.005 0.020
C 2.33565 -1.73543 4.30509 0.121 0.053 0.009
C 1.11786 -2.35082 3.62841 -0.041 -0.058 -0.013
C 1.24388 -2.44394 2.11205 0.053 -0.159 -0.020
S 1.36962 -0.80379 1.38498 -0.755 0.046 -0.393
O 0.49094 -0.89269 0.09562 1.041 -0.057 0.580
C 3.05510 -0.74987 0.78230 0.264 -0.024 -0.056
C 3.27321 -1.29789 -0.62276 0.042 0.027 0.003
C 3.14067 -2.80705 -0.75687 -0.034 -0.120 0.031
H 2.21821 -1.73294 5.38793 -0.017 -0.014 -0.019
H 2.49508 -0.69447 4.00539 -0.046 -0.040 -0.023
H 3.24910 -2.29131 4.07679 -0.045 -0.015 -0.007
H 0.21524 -1.78765 3.87217 0.008 0.005 0.005
H 0.96776 -3.36878 3.99337 -0.024 0.019 0.032
H 0.34644 -2.84952 1.64303 -0.008 -0.034 0.082
H 2.10786 -3.03328 1.80495 -0.036 -0.026 0.012
H 3.62939 -1.29225 1.53899 0.066 0.067 -0.045
H 3.33554 0.30256 0.83989 0.009 -0.003 -0.039
H 4.27563 -0.97814 -0.91473 0.007 -0.055 -0.016
H 2.58247 -0.80218 -1.30569 -0.009 0.045 0.001
H 3.79460 -3.33626 -0.05931 -0.002 0.040 -0.007
H 3.41626 -3.12890 -1.76100 -0.004 0.032 -0.001
H 2.11654 -3.14128 -0.57643 0.013 0.029 0.005
```
Positions in Å, forces in eV/Å.

***

A gas-phase ion, C20H26ClN10O2 (charge +1) in a non-equilibrium geometry. Source: the OMol25 dataset; level of theory: wB97M-V/def2-TZVPD.

Computed properties:
**Charge**: +1
**Electronic energy**: -52669.7851 eV
**HOMO-LUMO gap**: 8.152 eV
**SMILES string**: CC[N+]12CCN(CC1)C[C@]21C(C(=O)N/N=C(\C)c2ccc(Cl)cc2)=NNN1c1nonc1N
**LUMO energy**: -2.95 eV

```
59
Properties=species:S:1:pos:R:3:forces:R:3
C 3.05208 3.75222 -0.74339 -0.021 -0.186 -0.090
H 2.82924 4.08935 -1.75114 0.021 0.048 -0.071
H 2.82412 4.57372 -0.06849 -0.025 0.026 0.052
H 4.11483 3.54659 -0.65596 0.097 0.030 -0.009
C 2.19271 2.56793 -0.32922 -0.047 0.728 0.383
N 2.40868 1.30323 -1.08426 -0.136 0.132 0.106
C 2.27473 1.52560 -2.54501 -0.173 0.187 -0.941
C 2.40621 0.17668 -3.28527 -0.085 0.031 -0.155
N 2.71737 -0.87549 -2.34332 0.040 -0.344 -0.236
C 1.63065 -1.04229 -1.41831 0.011 -0.198 0.046
C 1.36474 0.24382 -0.59406 -0.443 -0.292 0.090
N 1.49637 0.11833 0.84278 -0.363 0.479 -0.314
C 2.08390 -0.95255 1.50153 0.462 -1.004 0.797
N 3.35133 -1.24980 1.37341 -0.519 0.610 -0.104
O 3.59444 -2.27868 2.18805 0.356 0.045 -0.296
N 2.49252 -2.64377 2.86500 -1.083 -0.075 0.464
C 1.51366 -1.86160 2.47770 1.236 0.147 -0.722
N 0.23724 -1.98783 2.88134 -0.545 -0.216 0.269
H -0.44129 -1.27662 2.67456 0.072 -0.044 0.042
H 0.06852 -2.60818 3.65386 -0.108 0.015 0.054
N 0.25680 0.55476 1.42438 0.788 -0.542 0.441
N -0.57421 0.94226 0.49358 -0.175 0.627 -0.288
C -0.07754 0.74460 -0.67792 0.576 -0.150 0.517
C -0.94560 0.80743 -1.87630 -0.084 0.122 -0.024
O -0.56607 1.15800 -2.98174 -0.026 -0.104 0.055
N -2.22984 0.45574 -1.64586 -0.930 0.214 -0.873
N -2.63679 -0.10313 -0.48960 -0.287 -0.698 0.707
C -3.87157 -0.28917 -0.21487 0.294 0.349 -0.670
C -4.12920 -0.93870 1.07253 -0.031 -0.298 0.562
C -3.17775 -1.81187 1.60526 -0.167 0.112 -0.083
C -3.38449 -2.43246 2.81902 -0.092 0.014 0.151
C -4.55041 -2.17538 3.53042 0.007 0.190 -0.256
C -5.50309 -1.30325 3.02196 0.040 -0.158 0.214
C -5.29483 -0.69575 1.79898 0.270 -0.038 -0.210
H -6.03722 -0.00761 1.42618 -0.110 0.053 -0.059
H -6.40314 -1.10552 3.58178 -0.072 0.006 0.080
Cl -4.81044 -2.94419 5.04951 -0.026 -0.065 0.119
H -2.65968 -3.12651 3.21408 0.057 -0.106 0.045
H -2.28428 -2.01214 1.03485 0.090 -0.077 -0.040
C -5.01962 0.10841 -1.09422 0.160 0.078 -0.055
H -5.17245 1.18727 -1.05152 -0.061 0.070 -0.035
H -5.93290 -0.38914 -0.78606 -0.045 0.001 -0.051
H -4.82187 -0.16286 -2.13173 -0.071 -0.010 -0.062
H -2.86304 0.55714 -2.44121 0.196 0.026 0.167
H 0.32310 1.10484 2.27441 0.035 0.229 -0.227
H 1.86563 -1.86957 -0.74491 -0.100 0.072 -0.011
H 0.73124 -1.30614 -1.97942 0.017 0.046 0.102
C 3.93779 -0.55832 -1.63530 0.150 -0.091 0.026
C 3.76591 0.75509 -0.83563 0.750 -0.367 0.173
H 4.49522 1.49936 -1.15060 -0.145 0.056 0.056
H 3.88426 0.56377 0.23106 -0.041 0.222 -0.113
H 4.17615 -1.37776 -0.95646 0.046 0.122 -0.035
H 4.74299 -0.47220 -2.36493 0.012 0.038 0.068
H 3.19712 0.21712 -4.03433 -0.037 0.069 0.014
H 1.46905 -0.06350 -3.78902 0.073 0.070 0.022
H 1.30223 1.97244 -2.75537 0.173 0.028 0.163
H 3.06379 2.21098 -2.84960 -0.011 0.006 0.173
H 2.38215 2.34564 0.72355 -0.090 -0.092 -0.162
H 1.14057 2.83966 -0.45478 0.118 -0.144 0.033
```
Positions in Å, forces in eV/Å.

***

| no. | molecular weight (Da) |
| --- | --- |
| 1 | 403.5 |
| 2 | 367.5 |
| 3 | 647.8 |
| 4 | 473.9 |